Entry 1:
3 unconnected molecules or ions with the total composition C3H14NO2 in a non-equilibrium geometry, computed with wB97M-V/def2-TZVPD.

Output
- Lowest unoccupied orbital energy: -2.981 eV
- Calculated total energy: -327.7126 hartree
- Net charge: +1
- ΔE to the lowest compared entry with this formula, charge and spin: 6.3 kcal/mol
- Kohn-Sham gap: 12.44 eV

Atoms and positions in Å:
1 C -0.73158 0.30226 2.02209
2 C -1.22672 0.98747 0.76799
3 C -2.27817 0.25309 -0.07204
4 N -0.07653 1.31999 -0.17430
5 H 0.05738 0.79807 2.57941
6 H -0.36958 -0.71006 1.83601
7 H -1.64348 0.22595 2.61461
8 H -1.64524 1.97652 0.95600
9 H -1.89698 -0.61398 -0.61213
10 H -3.13128 -0.06326 0.52202
11 H -2.65213 0.95212 -0.82267
12 H 0.49386 2.01830 0.31637
13 H -0.31626 1.76533 -1.05476
14 H 0.57693 0.53566 -0.47363
15 H 3.28647 -3.21068 -1.42614
16 H 1.99048 -3.28756 -2.15383
17 O 2.41820 -2.77527 -1.46017
18 H 2.09613 -0.87920 -1.26361
19 H 2.95131 0.37679 -1.22355
20 O 2.09717 0.02844 -0.87766



Entry 2:
A single C20H34N6O2 molecule, computed with wB97M-V/def2-TZVPD.

Output
- Lowest unoccupied orbital energy: 0.396 eV
- SMILES: CC1=CC[C@H](C(=O)N(C)CC[C@H](C)NC(=O)c2cn(CCN(C)C)nn2)CC1
- Calculated total energy: -1261.5061 hartree
- ΔE to the lowest compared entry with this formula, charge and spin: 23.8 kcal/mol
- Kohn-Sham gap: 9.17 eV

Atoms and positions in Å:
1 C -5.53383 3.96491 3.28905
2 C -4.91335 2.61247 3.09857
3 C -5.50869 1.64875 2.40220
4 C -4.90766 0.29292 2.15389
5 C -3.40380 0.28206 2.44688
6 C -2.87723 -1.14636 2.43092
7 O -2.77489 -1.77201 3.47475
8 N -2.56770 -1.71597 1.23047
9 C -2.04200 -3.07468 1.24180
10 C -2.61935 -1.05671 -0.06325
11 C -1.23650 -0.81219 -0.66410
12 C -0.43621 0.25649 0.08105
13 C -0.88546 1.66721 -0.26650
14 N 0.98498 0.13746 -0.22738
15 C 1.73288 -0.87644 0.29518
16 O 1.25478 -1.75253 0.98708
17 C 3.16881 -0.84139 -0.08968
18 C 3.75808 -0.33840 -1.22362
19 N 5.06612 -0.60560 -1.06223
20 C 6.17709 -0.37789 -1.96835
21 C 6.08815 -1.26130 -3.20377
22 N 4.99486 -0.87565 -4.08256
23 C 4.57411 -1.98496 -4.92250
24 C 5.34262 0.27594 -4.89727
25 N 5.27771 -1.23826 0.10247
26 N 4.14012 -1.38643 0.68944
27 C -3.15239 0.93931 3.79912
28 C -3.56902 2.40437 3.74831
29 H -4.86640 4.75118 2.92520
30 H -6.48350 4.05028 2.76185
31 H -5.70762 4.16563 4.34940
32 H -6.48927 1.83709 1.97445
33 H -5.39396 -0.45966 2.78492
34 H -5.10337 -0.01121 1.12144
35 H -2.89685 0.88561 1.68923
36 H -2.47411 -3.61503 2.07876
37 H -2.31721 -3.56592 0.30715
38 H -0.95508 -3.07998 1.34415
39 H -3.18890 -1.69710 -0.74447
40 H -3.17735 -0.12739 0.01673
41 H -0.67423 -1.74582 -0.65017
42 H -1.34755 -0.51305 -1.71149
43 H -0.55423 0.08090 1.15552
44 H -1.95489 1.79251 -0.10034
45 H -0.36527 2.40862 0.34224
46 H -0.68974 1.87997 -1.32094
47 H 1.46391 0.93950 -0.60008
48 H 3.37572 0.11675 -2.11935
49 H 6.20609 0.67901 -2.23345
50 H 7.07442 -0.61001 -1.39833
51 H 7.05795 -1.23942 -3.72775
52 H 5.92459 -2.28749 -2.87039
53 H 3.73075 -1.67622 -5.54013
54 H 5.37686 -2.33519 -5.59098
55 H 4.25380 -2.81996 -4.30001
56 H 4.48348 0.57374 -5.49806
57 H 5.62038 1.12442 -4.27177
58 H 6.18359 0.06451 -5.57762
59 H -3.72525 0.40564 4.55910
60 H -2.10225 0.84359 4.07892
61 H -2.82061 2.99765 3.20692
62 H -3.59615 2.82172 4.75940



Entry 3:
A gas-phase ion, C16H18ClFN2O3S (charge +2) in a non-equilibrium geometry, computed with wB97M-V/def2-TZVPD.

Output
- Lowest unoccupied orbital energy: -8.964 eV
- Calculated total energy: -1912.6408 hartree
- Net charge: +2
- Kohn-Sham gap: 6.00 eV

Atoms and positions in Å:
1 O 6.94989 -4.40887 0.21227
2 C 6.06934 -3.72886 -0.56820
3 F 4.80702 -4.46186 -0.94698
4 C 6.39602 -2.17167 -1.06991
5 N 5.09322 -1.39992 -0.89210
6 C 4.78892 -0.89062 0.52042
7 C 3.38948 -0.06991 0.90505
8 C 2.26956 0.22937 -0.28658
9 C 0.88179 0.99708 0.13537
10 C -0.32487 1.04176 -1.00907
11 C -1.75562 1.75284 -0.62835
12 N -2.00828 2.39828 0.71984
13 C -3.37672 2.99607 0.96220
14 C -4.63414 1.97040 0.72594
15 C -4.35417 0.41844 1.19843
16 C -5.07859 -0.55820 0.10753
17 S -3.99977 -1.86723 -0.66822
18 O -4.07619 -1.70586 -2.23665
19 O -4.57966 -3.28837 -0.37151
20 Cl -1.99317 -1.84147 -0.11389
21 C -0.92733 2.42266 1.81882
22 C 0.57177 1.72299 1.57543
23 C 2.65273 -0.31233 -1.79088
24 C 4.10031 -1.11633 -2.00234
25 H 6.75739 -2.24604 -2.18548
26 H 7.25396 -1.69130 -0.41333
27 H 5.55371 -1.07946 1.39545
28 H 3.23096 0.25381 2.04134
29 H -0.23186 0.57434 -2.08685
30 H -2.62746 1.78685 -1.41696
31 H -3.54759 3.90928 0.21239
32 H -3.51597 3.46080 2.04844
33 H -4.97483 2.09060 -0.38743
34 H -5.53219 2.38431 1.39336
35 H -3.23871 0.17207 1.44396
36 H -4.95181 0.28104 2.22281
37 H -5.60977 0.03332 -0.78264
38 H -5.96620 -1.12951 0.66314
39 H -1.09739 2.93158 2.87677
40 H 1.40447 1.74444 2.41719
41 H 1.87528 -0.12021 -2.64453
42 H 4.35650 -1.48431 -3.09428



Entry 4:
2 unconnected molecules or ions with the total composition C5H11NOS in a non-equilibrium geometry, computed with wB97M-V/def2-TZVPD.

Output
- Lowest unoccupied orbital energy: -3.421 eV
- Calculated total energy: -725.0868 hartree
- ΔE to the lowest compared entry with this formula, charge and spin: 149.4 kcal/mol
- Kohn-Sham gap: 4.49 eV

Atoms and positions in Å:
1 C -0.10333 -1.14374 0.73898
2 C -0.08626 -1.57066 -0.65090
3 C 0.21588 -0.40246 -1.63141
4 S -1.02738 0.91224 -1.68024
5 C 1.05869 -0.93945 1.46742
6 N 0.88723 0.04307 2.51851
7 C 0.48898 1.28793 1.82992
8 O 2.18398 -1.35228 1.09787
9 H -3.17694 1.91621 -3.57139
10 H -1.02408 -1.06619 1.27308
11 H 0.63161 -2.45178 -0.60317
12 H -1.04455 -1.99154 -0.96517
13 H 1.18690 0.00064 -1.33697
14 H 0.44519 -0.69878 -2.67490
15 H -3.55754 2.46438 -3.93087
16 H 1.76251 0.26042 2.96718
17 H 0.26915 2.07817 2.58773
18 H 1.35824 1.61588 1.26862
19 H -0.46828 1.03795 1.29573



Entry 5:
2 unconnected molecules or ions with the total composition C4H10N2 in a non-equilibrium geometry, computed with wB97M-V/def2-TZVPD.

Output
- Lowest unoccupied orbital energy: 0.732 eV
- SMILES: C=CN.C=CN
- Calculated total energy: -267.7941 hartree
- ΔE to the lowest compared entry with this formula, charge and spin: 82.4 kcal/mol
- Kohn-Sham gap: 8.76 eV

Atoms and positions in Å:
1 C -1.42520 0.06188 -2.61496
2 C -1.66859 0.43997 -1.33892
3 N -1.91512 -0.45974 -0.23533
4 H -1.79392 -0.84631 -3.06542
5 H -0.75015 0.67151 -3.12193
6 H -1.38071 1.42433 -0.95848
7 H -1.33843 -1.32694 -0.30696
8 H -2.27885 -0.05641 0.66668
9 C 2.42153 -0.80258 0.74469
10 C 1.95626 0.32701 1.41849
11 N 0.64690 0.48654 1.73392
12 H 3.50877 -0.99391 0.72123
13 H 1.97401 -1.08236 -0.25159
14 H 2.55910 1.00614 1.98453
15 H 0.02024 -0.29903 1.95563
16 H 0.65354 1.15774 2.63035



Entry 6:
A gas-phase ion, C10H12N3 (charge +1) in a non-equilibrium geometry, computed with wB97M-V/def2-TZVPD.

Output
- Lowest unoccupied orbital energy (alpha / beta): -6.210 / -6.211 eV
- Calculated total energy: -552.0312 hartree
- Net charge: +1
- ΔE to the lowest compared entry with this formula, charge and spin: 127.7 kcal/mol
- Kohn-Sham gap (alpha / beta): 6.56 / 6.56 eV

Atoms and positions in Å:
1 C 1.37940 1.82764 0.15863
2 C 4.53528 0.20762 0.15492
3 C 4.24463 -1.15666 -0.36505
4 C 2.31898 0.83961 0.23510
5 C 1.96067 -0.62812 -0.22681
6 C 0.70832 -0.76806 -0.45076
7 C 0.02446 1.44833 -0.30864
8 C -0.52744 -0.03218 -0.26675
9 C -1.54876 -0.18687 -1.36542
10 C -2.39310 -1.08061 0.92741
11 N 3.59509 1.04207 0.25980
12 N 3.00942 -1.49379 -0.31278
13 N -1.10088 -0.27478 1.00048
14 H 1.45269 2.97058 0.16512
15 H 5.57244 0.62089 0.27081
16 H 5.14534 -1.72144 -0.57793
17 H -0.72771 2.07858 0.14291
18 H -0.02765 1.64647 -1.38794
19 H -1.09109 0.17802 -2.35398
20 H -2.44398 0.49007 -1.09714
21 H -2.00596 -1.23164 -1.52959
22 H -2.56762 -1.68187 1.87680
23 H -3.27733 -0.50794 0.74787
24 H -2.25685 -1.88402 0.12866
25 H -0.54970 -0.79728 1.67974